Below is a cluster of 15 separate species, C90H225N15 in total in a non-equilibrium geometry, with properties calculated with the ωB97M-V functional and the def2-TZVPD basis.

Each atom is followed by the atoms it is bonded to, with distances in Å.
Positions of all 330 atoms, in Å:
1 C -0.24 6.61 0.79  C2 1.568, H8 1.088, H9 1.066, H10 1.127
2 C -1.62 5.87 0.75  C1 1.568, N3 1.488, H11 1.107, H12 1.083
3 N -1.55 4.57 1.48  C2 1.488, C4 1.469, C6 1.469
4 C -2.81 3.86 1.66  N3 1.469, C5 1.546, H13 1.120, H14 1.078
5 C -3.58 3.47 0.37  C4 1.546, H15 1.076, H16 1.055, H17 1.100
6 C -0.86 4.68 2.77  N3 1.469, C7 1.636, H18 1.089, H19 1.134
7 C -1.67 5.55 3.89  C6 1.636, H20 1.137, H21 1.072, H22 1.086
8 H -0.38 7.52 0.20  C1 1.088
9 H 0.57 6.09 0.35  C1 1.066
10 H 0.01 6.86 1.87  C1 1.127
11 H -2.46 6.46 1.16  C2 1.107
12 H -1.88 5.61 -0.27  C2 1.083
13 H -2.49 2.92 2.18  C4 1.120
14 H -3.37 4.46 2.36  C4 1.078
15 H -2.90 3.11 -0.38  C5 1.076
16 H -4.36 2.80 0.59  C5 1.055
17 H -3.93 4.44 -0.03  C5 1.100
18 H 0.13 5.07 2.56  C6 1.089
19 H -0.78 3.69 3.31  C6 1.134
20 H -0.99 5.72 4.78  C7 1.137
21 H -2.53 4.98 4.18  C7 1.072
22 H -2.01 6.47 3.44  C7 1.086
23 C -4.28 -0.65 2.83  C24 1.520, H30 1.095, H31 1.087, H32 1.098
24 C -4.35 0.04 4.18  C23 1.520, N25 1.425, H33 1.134, H34 1.059
25 N -5.74 0.16 4.51  C24 1.425, C26 1.449, C28 1.431
26 C -6.37 -0.99 5.12  N25 1.449, C27 1.494, H35 1.110, H36 1.102
27 C -7.79 -1.06 4.67  C26 1.494, H37 1.107, H38 1.097, H39 1.062
28 C -5.97 1.40 5.18  N25 1.431, C29 1.525, H40 1.130, H41 1.102
29 C -5.69 2.67 4.39  C28 1.525, H42 1.102, H43 1.076, H44 1.094
30 H -4.99 -1.48 2.83  C23 1.095
31 H -3.30 -1.07 2.59  C23 1.087
32 H -4.67 0.04 2.08  C23 1.098
33 H -3.78 -0.54 4.97  C24 1.134
34 H -3.95 1.01 4.24  C24 1.059
35 H -5.76 -1.88 4.86  C26 1.110
36 H -6.27 -1.01 6.22  C26 1.102
37 H -8.46 -1.85 5.06  C27 1.107
38 H -8.32 -0.17 5.02  C27 1.097
39 H -7.87 -1.09 3.61  C27 1.062
40 H -5.30 1.39 6.09  C28 1.130
41 H -7.06 1.36 5.37  C28 1.102
42 H -6.14 3.59 4.81  C29 1.102
43 H -5.96 2.69 3.35  C29 1.076
44 H -4.64 2.98 4.26  C29 1.094
45 C 4.62 1.89 -2.92  C46 1.527, H52 1.118, H53 1.100, H54 1.104
46 C 3.44 2.06 -3.87  C45 1.527, N47 1.431, H55 1.089, H56 1.093
47 N 3.38 1.01 -4.84  C46 1.431, C48 1.475, C50 1.467
48 C 2.81 -0.18 -4.17  N47 1.475, C49 1.509, H57 1.119, H58 1.095
49 C 2.10 -1.09 -5.14  C48 1.509, H59 1.063, H60 1.090, H61 1.105
50 C 4.56 0.81 -5.69  N47 1.467, C51 1.487, H62 1.089, H63 1.103
51 C 4.87 1.99 -6.54  C50 1.487, H64 1.107, H65 1.071, H66 1.082
52 H 4.56 0.92 -2.37  C45 1.118
53 H 4.60 2.68 -2.16  C45 1.100
54 H 5.58 1.89 -3.47  C45 1.104
55 H 2.52 1.98 -3.28  C46 1.089
56 H 3.47 3.06 -4.31  C46 1.093
57 H 3.57 -0.86 -3.70  C48 1.119
58 H 2.11 0.04 -3.36  C48 1.095
59 H 2.81 -1.36 -5.89  C49 1.063
60 H 1.82 -1.99 -4.61  C49 1.090
61 H 1.23 -0.53 -5.53  C49 1.105
62 H 4.32 0.01 -6.39  C50 1.089
63 H 5.45 0.44 -5.16  C50 1.103
64 H 3.95 2.29 -7.09  C51 1.107
65 H 5.51 1.74 -7.36  C51 1.071
66 H 5.07 2.93 -6.05  C51 1.082
67 C 7.62 -3.27 0.37  C68 1.511, H74 1.105, H75 1.088, H76 1.045
68 C 6.32 -3.52 -0.36  C67 1.511, N69 1.485, H77 1.117, H78 1.123
69 N 5.47 -2.31 -0.49  C68 1.485, C70 1.415, C72 1.416
70 C 4.33 -2.48 -1.31  N69 1.415, C71 1.538, H79 1.103, H80 1.090
71 C 3.24 -3.30 -0.60  C70 1.538, H81 1.102, H82 1.103, H83 1.061
72 C 6.22 -1.22 -0.99  N69 1.416, C73 1.538, H84 1.105, H85 1.090
73 C 6.79 -1.39 -2.41  C72 1.538, H86 1.105, H87 1.090, H88 1.134
74 H 8.21 -4.20 0.29  C67 1.105
75 H 7.44 -3.06 1.42  C67 1.088
76 H 8.17 -2.50 -0.09  C67 1.045
77 H 6.46 -3.92 -1.40  C68 1.117
78 H 5.71 -4.25 0.22  C68 1.123
79 H 4.47 -3.01 -2.27  C70 1.103
80 H 3.91 -1.51 -1.56  C70 1.090
81 H 3.19 -2.85 0.41  C71 1.102
82 H 3.52 -4.36 -0.49  C71 1.103
83 H 2.29 -3.18 -1.06  C71 1.061
84 H 5.56 -0.34 -0.98  C72 1.105
85 H 7.02 -1.00 -0.28  C72 1.090
86 H 5.96 -1.58 -3.12  C73 1.105
87 H 7.25 -0.47 -2.76  C73 1.090
88 H 7.60 -2.17 -2.56  C73 1.134
89 C -4.47 -5.52 -0.05  C90 1.538, H96 1.104, H97 1.142, H98 1.098
90 C -3.90 -5.69 -1.47  C89 1.538, N91 1.482, H99 1.071, H100 1.126
91 N -4.68 -4.90 -2.45  C90 1.482, C92 1.459, C94 1.487
92 C -3.94 -4.70 -3.70  N91 1.459, C93 1.509, H101 1.117, H102 1.153
93 C -2.93 -3.57 -3.68  C92 1.509, H103 1.082, H104 1.135, H105 1.096
94 C -6.01 -5.51 -2.67  N91 1.487, C95 1.521, H106 1.099, H107 1.107
95 C -6.95 -4.66 -3.51  C94 1.521, H108 1.093, H109 1.091, H110 1.085
96 H -5.44 -6.02 0.06  C89 1.104
97 H -4.32 -4.41 0.18  C89 1.142
98 H -3.78 -6.06 0.62  C89 1.098
99 H -2.90 -5.33 -1.58  C90 1.071
100 H -3.95 -6.80 -1.64  C90 1.126
101 H -3.50 -5.64 -4.09  C92 1.117
102 H -4.81 -4.43 -4.41  C92 1.153
103 H -2.28 -3.63 -4.54  C93 1.082
104 H -3.40 -2.54 -3.71  C93 1.135
105 H -2.25 -3.74 -2.84  C93 1.096
106 H -6.46 -5.63 -1.68  C94 1.099
107 H -5.90 -6.52 -3.12  C94 1.107
108 H -6.84 -4.84 -4.58  C95 1.093
109 H -6.83 -3.60 -3.26  C95 1.091
110 H -7.99 -4.91 -3.34  C95 1.085
111 C 1.67 5.49 -8.08  C112 1.487, H118 1.041, H119 1.103, H120 1.067
112 C 1.63 4.60 -6.89  C111 1.487, N113 1.433, H121 1.077, H122 1.104
113 N 0.33 4.53 -6.29  C112 1.433, C114 1.479, C116 1.468
114 C 0.42 4.02 -4.91  N113 1.479, C115 1.492, H123 1.122, H124 1.064
115 C -0.83 4.33 -4.17  C114 1.492, H125 1.129, H126 1.110, H127 1.102
116 C -0.63 3.72 -7.04  N113 1.468, C117 1.574, H128 1.044, H129 1.028
117 C -0.34 2.17 -7.08  C116 1.574, H130 1.086, H131 1.138, H132 1.100
118 H 2.65 5.60 -8.41  C111 1.041
119 H 1.26 6.47 -7.78  C111 1.103
120 H 1.10 5.09 -8.89  C111 1.067
121 H 1.98 3.65 -7.24  C112 1.077
122 H 2.33 5.01 -6.14  C112 1.104
123 H 0.73 2.96 -4.70  C114 1.122
124 H 1.25 4.55 -4.50  C114 1.064
125 H -1.05 5.43 -4.06  C115 1.129
126 H -1.68 3.93 -4.77  C115 1.110
127 H -0.96 3.90 -3.15  C115 1.102
128 H -0.58 4.07 -8.03  C116 1.044
129 H -1.55 3.96 -6.67  C116 1.028
130 H -1.07 1.63 -7.68  C117 1.086
131 H -0.41 1.72 -6.04  C117 1.138
132 H 0.64 2.00 -7.55  C117 1.100
133 C 1.93 7.41 -4.39  C134 1.500, H140 1.098, H141 1.134, H142 1.108
134 C 1.30 7.02 -3.08  C133 1.500, N135 1.448, H143 1.162, H144 1.055
135 N 1.92 7.47 -1.85  C134 1.448, C136 1.401, C138 1.444
136 C 2.00 8.87 -1.85  N135 1.401, C137 1.549, H145 1.146, H146 1.077
137 C 1.82 9.49 -0.44  C136 1.549, H147 1.139, H148 1.074, H149 1.091
138 C 3.18 6.82 -1.58  N135 1.444, C139 1.522, H150 1.094, H151 1.072
139 C 3.10 5.31 -1.41  C138 1.522, H152 1.112, H153 1.068, H154 1.098
140 H 1.24 7.11 -5.18  C133 1.098
141 H 3.00 7.11 -4.57  C133 1.134
142 H 1.92 8.52 -4.40  C133 1.108
143 H 0.21 7.45 -3.10  C134 1.162
144 H 1.09 5.99 -3.01  C134 1.055
145 H 3.03 9.13 -2.29  C136 1.146
146 H 1.28 9.26 -2.55  C136 1.077
147 H 1.99 10.61 -0.46  C137 1.139
148 H 0.82 9.50 -0.04  C137 1.074
149 H 2.48 9.01 0.29  C137 1.091
150 H 3.47 7.21 -0.60  C138 1.094
151 H 3.91 7.01 -2.34  C138 1.072
152 H 2.66 4.81 -2.30  C139 1.112
153 H 2.60 4.93 -0.54  C139 1.068
154 H 4.12 4.94 -1.27  C139 1.098
155 C 4.56 -6.16 -2.59  C156 1.506, H162 1.114, H163 1.087, H164 1.094
156 C 3.20 -6.57 -2.11  C155 1.506, N157 1.458, H165 1.135, H166 1.113
157 N 3.24 -7.18 -0.79  C156 1.458, C158 1.446, C160 1.463
158 C 4.24 -8.22 -0.74  N157 1.446, C159 1.500, H167 1.117, H168 1.022
159 C 4.37 -8.98 0.55  C158 1.500, H169 1.077, H170 1.085, H171 1.135
160 C 1.95 -7.63 -0.27  N157 1.463, C161 1.569, H172 1.095, H173 1.103
161 C 1.23 -8.71 -1.16  C160 1.569, H174 1.102, H175 1.108, H176 1.089
162 H 4.36 -5.43 -3.40  C155 1.114
163 H 5.12 -6.98 -3.03  C155 1.087
164 H 5.21 -5.78 -1.79  C155 1.094
165 H 2.48 -5.70 -2.09  C156 1.135
166 H 2.74 -7.16 -2.94  C156 1.113
167 H 5.26 -7.86 -1.01  C158 1.117
168 H 4.08 -8.94 -1.46  C158 1.022
169 H 4.46 -8.29 1.38  C159 1.077
170 H 5.28 -9.55 0.38  C159 1.085
171 H 3.57 -9.75 0.72  C159 1.135
172 H 2.17 -7.89 0.77  C160 1.095
173 H 1.31 -6.73 -0.22  C160 1.103
174 H 1.76 -9.65 -1.34  C161 1.102
175 H 0.24 -8.97 -0.74  C161 1.108
176 H 1.04 -8.30 -2.15  C161 1.089
177 C -2.62 2.05 6.76  C178 1.520, H184 1.045, H185 1.061, H186 1.112
178 C -1.42 2.26 5.85  C177 1.520, N179 1.481, H187 1.072, H188 1.108
179 N -0.56 1.06 5.70  C178 1.481, C180 1.494, C182 1.423
180 C 0.31 1.06 4.48  N179 1.494, C181 1.560, H189 1.117, H190 1.104
181 C -0.45 0.63 3.19  C180 1.560, H191 1.094, H192 1.095, H193 1.090
182 C 0.15 0.87 6.92  N179 1.423, C183 1.520, H194 1.090, H195 1.141
183 C 0.40 -0.57 7.33  C182 1.520, H196 1.096, H197 1.084, H198 1.137
184 H -3.39 2.72 6.53  C177 1.045
185 H -2.29 2.19 7.76  C177 1.061
186 H -2.94 0.98 6.71  C177 1.112
187 H -1.77 2.48 4.86  C178 1.072
188 H -0.84 3.11 6.24  C178 1.108
189 H 0.84 2.04 4.42  C180 1.117
190 H 1.06 0.27 4.67  C180 1.104
191 H 0.21 0.36 2.35  C181 1.094
192 H -0.99 -0.29 3.44  C181 1.095
193 H -1.15 1.38 2.84  C181 1.090
194 H -0.44 1.31 7.72  C182 1.090
195 H 1.14 1.43 6.97  C182 1.141
196 H -0.56 -1.05 7.55  C183 1.096
197 H 0.97 -0.55 8.25  C183 1.084
198 H 0.95 -1.24 6.59  C183 1.137
199 C 0.24 -3.74 3.23  C200 1.514, H206 1.122, H207 1.101, H208 1.082
200 C 0.98 -5.05 3.11  C199 1.514, N201 1.449, H209 1.140, H210 1.119
201 N 0.50 -6.11 3.97  C200 1.449, C202 1.473, C204 1.479
202 C 0.92 -5.96 5.38  N201 1.473, C203 1.476, H211 1.126, H212 1.062
203 C 2.24 -6.55 5.66  C202 1.476, H213 1.094, H214 1.088, H215 1.122
204 C -0.90 -6.54 3.74  N201 1.479, C205 1.529, H216 1.130, H217 1.047
205 C -1.01 -7.23 2.38  C204 1.529, H218 1.063, H219 1.157, H220 1.066
206 H 0.60 -3.03 2.43  C199 1.122
207 H 0.47 -3.38 4.24  C199 1.101
208 H -0.84 -3.71 3.13  C199 1.082
209 H 0.95 -5.46 2.05  C200 1.140
210 H 2.08 -4.88 3.19  C200 1.119
211 H 0.94 -4.85 5.56  C202 1.126
212 H 0.17 -6.47 5.92  C202 1.062
213 H 2.89 -6.47 4.79  C203 1.094
214 H 2.75 -6.00 6.46  C203 1.088
215 H 2.20 -7.65 5.89  C203 1.122
216 H -1.65 -5.73 3.95  C204 1.130
217 H -1.08 -7.22 4.52  C204 1.047
218 H -2.04 -7.49 2.30  C205 1.063
219 H -0.41 -8.20 2.26  C205 1.157
220 H -0.90 -6.45 1.65  C205 1.066
221 C 6.51 2.89 0.96  C222 1.537, H228 1.095, H229 1.057, H230 1.117
222 C 5.48 2.08 1.76  C221 1.537, N223 1.477, H231 1.049, H232 1.058
223 N 4.83 2.87 2.83  C222 1.477, C224 1.419, C226 1.507
224 C 4.46 2.03 3.92  N223 1.419, C225 1.480, H233 1.121, H234 1.101
225 C 3.44 1.02 3.58  C224 1.480, H235 1.104, H236 1.120, H237 1.085
226 C 3.73 3.76 2.33  N223 1.507, C227 1.579, H238 1.044, H239 1.085
227 C 3.24 4.66 3.53  C226 1.579, H240 1.111, H241 1.122, H242 1.109
228 H 7.36 3.18 1.58  C221 1.095
229 H 6.11 3.75 0.49  C221 1.057
230 H 6.92 2.22 0.16  C221 1.117
231 H 4.79 1.50 1.23  C222 1.049
232 H 6.06 1.36 2.26  C222 1.058
233 H 5.45 1.55 4.16  C224 1.121
234 H 4.18 2.67 4.78  C224 1.101
235 H 3.91 0.19 3.04  C225 1.104
236 H 3.01 0.61 4.53  C225 1.120
237 H 2.70 1.51 2.95  C225 1.085
238 H 2.92 3.26 1.89  C226 1.044
239 H 4.22 4.45 1.65  C226 1.085
240 H 4.19 5.10 3.90  C227 1.111
241 H 2.66 4.12 4.32  C227 1.122
242 H 2.60 5.47 3.11  C227 1.109
243 C 4.22 -2.98 6.89  C244 1.535, H250 1.109, H251 1.072, H252 1.081
244 C 4.60 -1.93 5.84  C243 1.535, N245 1.478, H253 1.085, H254 1.097
245 N 5.20 -2.60 4.67  C244 1.478, C246 1.437, C248 1.473
246 C 6.07 -1.71 3.95  N245 1.437, C247 1.565, H255 1.074, H256 1.076
247 C 7.58 -1.93 4.27  C246 1.565, H257 1.072, H258 1.071, H259 1.142
248 C 4.18 -3.29 3.86  N245 1.473, C249 1.529, H260 1.089, H261 1.107
249 C 4.85 -4.29 2.92  C248 1.529, H262 1.112, H263 1.090, H264 1.074
250 H 3.76 -2.51 7.79  C243 1.109
251 H 5.07 -3.55 7.21  C243 1.072
252 H 3.55 -3.70 6.44  C243 1.081
253 H 3.75 -1.33 5.54  C244 1.085
254 H 5.36 -1.21 6.17  C244 1.097
255 H 5.79 -0.68 4.04  C246 1.074
256 H 6.00 -1.94 2.90  C246 1.076
257 H 7.70 -2.99 4.16  C247 1.072
258 H 7.69 -1.64 5.30  C247 1.071
259 H 8.18 -1.29 3.54  C247 1.142
260 H 3.50 -3.87 4.49  C248 1.089
261 H 3.57 -2.53 3.35  C248 1.107
262 H 5.51 -4.92 3.55  C249 1.112
263 H 4.13 -4.91 2.37  C249 1.090
264 H 5.51 -3.80 2.23  C249 1.074
265 C -4.04 6.10 -4.52  C266 1.514, H272 1.074, H273 1.105, H274 1.065
266 C -5.19 5.34 -3.88  C265 1.514, N267 1.463, H275 1.111, H276 1.072
267 N -5.70 4.20 -4.63  C266 1.463, C268 1.450, C270 1.473
268 C -6.87 3.60 -4.02  N267 1.450, C269 1.486, H277 1.060, H278 1.114
269 C -8.14 4.21 -4.49  C268 1.486, H279 1.104, H280 1.077, H281 1.086
270 C -4.74 3.16 -5.05  N267 1.473, C271 1.559, H282 1.111, H283 1.091
271 C -3.94 2.44 -3.92  C270 1.559, H284 1.073, H285 1.079, H286 1.050
272 H -3.54 6.68 -3.77  C265 1.074
273 H -4.37 6.80 -5.30  C265 1.105
274 H -3.29 5.47 -4.92  C265 1.065
275 H -4.79 5.07 -2.87  C266 1.111
276 H -6.05 5.96 -3.74  C266 1.072
277 H -6.83 2.55 -4.20  C268 1.060
278 H -6.88 3.75 -2.92  C268 1.114
279 H -8.25 3.97 -5.56  C269 1.104
280 H -9.01 3.81 -4.01  C269 1.077
281 H -8.06 5.29 -4.35  C269 1.086
282 H -3.96 3.57 -5.72  C270 1.111
283 H -5.28 2.45 -5.67  C270 1.091
284 H -4.49 2.21 -3.02  C271 1.073
285 H -3.17 3.14 -3.64  C271 1.079
286 H -3.42 1.60 -4.28  C271 1.050
287 C -6.95 -3.06 1.15  C288 1.517, H294 1.118, H295 1.095, H296 1.134
288 C -7.54 -2.81 -0.22  C287 1.517, N289 1.462, H297 1.101, H298 1.087
289 N -7.04 -1.63 -0.93  C288 1.462, C290 1.466, C292 1.436
290 C -5.58 -1.59 -1.12  N289 1.466, C291 1.508, H299 1.078, H300 1.075
291 C -5.10 -0.42 -1.94  C290 1.508, H301 1.048, H302 1.108, H303 1.102
292 C -7.64 -0.44 -0.40  N289 1.436, C293 1.489, H304 1.064, H305 1.073
293 C -9.01 -0.31 -0.98  C292 1.489, H306 1.078, H307 1.098, H308 1.088
294 H -6.94 -2.21 1.87  C287 1.118
295 H -5.88 -3.26 1.01  C287 1.095
296 H -7.45 -3.96 1.64  C287 1.134
297 H -7.41 -3.66 -0.91  C288 1.101
298 H -8.63 -2.74 -0.16  C288 1.087
299 H -5.15 -1.49 -0.13  C290 1.078
300 H -5.25 -2.47 -1.63  C290 1.075
301 H -5.24 0.45 -1.37  C291 1.048
302 H -4.04 -0.48 -2.25  C291 1.108
303 H -5.76 -0.44 -2.82  C291 1.102
304 H -7.19 0.46 -0.76  C292 1.064
305 H -7.56 -0.43 0.67  C292 1.073
306 H -9.74 -1.08 -0.77  C293 1.078
307 H -8.82 -0.21 -2.05  C293 1.098
308 H -9.39 0.63 -0.59  C293 1.088
309 C -0.52 1.64 -1.45  C310 1.533, H316 1.088, H317 1.114, H318 1.109
310 C -0.60 0.87 -0.13  C309 1.533, N311 1.444, H319 1.087, H320 1.160
311 N -0.43 -0.56 -0.14  C310 1.444, C312 1.480, C314 1.484
312 C -1.48 -1.36 -0.79  N311 1.480, C313 1.474, H321 1.116, H322 1.083
313 C -1.56 -2.67 -0.12  C312 1.474, H323 1.127, H324 1.094, H325 1.122
314 C 0.95 -0.93 -0.55  N311 1.484, C315 1.541, H326 1.096, H327 1.075
315 C 2.03 -0.42 0.42  C314 1.541, H328 1.048, H329 1.107, H330 1.046
316 H -0.58 2.72 -1.34  C309 1.088
317 H -1.24 1.31 -2.24  C309 1.114
318 H 0.48 1.50 -1.92  C309 1.109
319 H 0.11 1.38 0.53  C310 1.087
320 H -1.66 1.17 0.22  C310 1.160
321 H -2.46 -0.83 -0.70  C312 1.116
322 H -1.32 -1.50 -1.86  C312 1.083
323 H -0.64 -3.31 -0.19  C313 1.127
324 H -1.58 -2.43 0.95  C313 1.094
325 H -2.46 -3.23 -0.48  C313 1.122
326 H 1.18 -0.59 -1.57  C314 1.096
327 H 0.97 -2.00 -0.51  C314 1.075
328 H 2.98 -0.63 0.00  C315 1.048
329 H 1.88 -0.89 1.40  C315 1.107
330 H 2.03 0.62 0.50  C315 1.046

Summary:
HOMO   -8.0 eV
Energy   -4384.97341 a.u.
ΔE to the lowest compared entry with this formula, charge and spin   8.109 eV
Strongest force on any atom   3.7 eV/A